No. 1
76
Properties=species:S:1:pos:R:3 method="wB97M-V/def2-TZVPD" s2=8.768 energy_ev=-97070.1584 charge=-1 spin_multiplicity=6 orbital_gap_ev="7.107 / 6.376"
Ir -0.27 -0.17 -0.49
O 2.90 2.70 1.14
C 3.13 2.13 2.34
C 4.21 2.61 3.09
C 4.50 2.08 4.33
C 3.72 1.05 4.85
C 2.65 0.57 4.11
C 2.34 1.09 2.86
C 1.22 0.54 2.07
O 1.04 1.01 0.88
N 0.48 -0.41 2.58
N -0.44 -0.85 1.67
C -1.52 -1.38 2.15
C -2.56 -1.97 1.35
C -3.78 -2.28 1.95
C -4.81 -2.85 1.23
C -4.62 -3.13 -0.12
C -3.42 -2.86 -0.74
C -2.35 -2.27 -0.03
O -1.23 -2.04 -0.63
H 2.16 2.18 0.73
H 4.82 3.39 2.65
H 5.34 2.46 4.89
H 3.95 0.62 5.82
H 2.04 -0.24 4.49
H -1.63 -1.38 3.23
H -3.91 -2.06 3.00
H -5.76 -3.08 1.71
H -5.43 -3.57 -0.70
H -3.26 -3.07 -1.79
C 0.80 2.35 -3.08
O 1.10 1.79 -1.80
H 0.08 1.74 -3.62
H 1.72 2.43 -3.67
H 0.40 3.34 -2.89
C 3.66 4.17 -1.71
C 4.96 4.27 -0.94
C 6.03 5.01 -1.72
O 5.53 3.00 -0.53
P 5.05 1.58 -1.05
S 5.82 0.11 -0.07
S 1.57 0.14 -1.90
O 5.37 1.74 -2.63
C 4.84 0.85 -3.64
C 5.47 -0.53 -3.58
C 5.09 1.54 -4.97
H 3.27 5.18 -1.84
H 2.91 3.59 -1.17
H 3.81 3.74 -2.70
H 4.77 4.78 0.01
H 6.27 4.46 -2.63
H 6.94 5.12 -1.12
H 5.67 6.00 -2.00
H 3.76 0.77 -3.46
H 6.56 -0.45 -3.69
H 5.08 -1.14 -4.40
H 5.25 -1.02 -2.64
H 6.16 1.64 -5.14
H 4.63 2.53 -4.97
H 4.65 0.96 -5.78
O -2.27 0.82 -0.74
C -2.59 0.52 -1.93
N -1.75 -0.08 -2.74
S -2.40 -0.33 -4.21
O -1.70 0.44 -5.21
O -2.60 -1.73 -4.48
C -3.97 0.43 -3.84
C -5.08 0.62 -4.62
C -6.18 1.24 -4.04
C -6.14 1.66 -2.71
C -5.01 1.47 -1.93
C -3.92 0.85 -2.52
H -5.11 0.29 -5.65
H -7.08 1.41 -4.62
H -7.01 2.14 -2.28
H -4.96 1.78 -0.90

No. 2
133
Properties=species:S:1:pos:R:3 method="wB97M-V/def2-TZVPD" energy_ev=-141399.0195 orbital_gap_ev=9.670 smiles="C[C@H]1COC(=O)O1.O=S1(=O)CCCC1.O=S1(=O)CCCC1.O=S1(=O)CCCC1.O=S1(=O)CCCC1.O=S1(=O)CCCC1.O=S1(=O)CCCC1.CC(C)=O.CC(C)=O.CC(C)=O"
C -15.53 -26.57 -2.91
C -14.69 -27.69 -3.53
C -15.23 -28.21 -4.89
O -14.24 -27.73 -5.79
C -13.28 -26.96 -5.15
O -12.47 -26.26 -5.71
O -13.49 -27.02 -3.85
H -15.58 -25.66 -3.50
H -14.90 -26.29 -2.07
H -16.52 -26.92 -2.61
H -14.44 -28.51 -2.86
H -16.21 -27.80 -5.10
H -15.33 -29.30 -4.99
O -11.45 -25.24 -14.39
S -11.00 -25.27 -12.99
O -11.89 -25.85 -11.96
C -9.36 -26.12 -12.86
C -8.61 -25.20 -11.88
C -8.92 -23.75 -12.15
C -10.49 -23.60 -12.48
H -8.89 -26.15 -13.84
H -9.50 -27.15 -12.54
H -8.94 -25.33 -10.85
H -7.53 -25.35 -11.77
H -8.42 -23.50 -13.09
H -8.61 -23.02 -11.40
H -10.77 -22.80 -13.17
H -11.12 -23.28 -11.65
O -8.54 -29.52 -8.50
S -9.55 -29.23 -9.56
O -9.10 -28.79 -10.88
C -10.66 -30.70 -9.71
C -12.03 -29.99 -9.76
C -12.06 -28.80 -8.69
C -10.83 -28.02 -8.91
H -10.56 -31.24 -8.77
H -10.34 -31.26 -10.59
H -12.18 -29.50 -10.72
H -12.86 -30.69 -9.68
H -12.05 -29.19 -7.67
H -12.97 -28.22 -8.73
H -10.49 -27.58 -7.97
H -10.91 -27.25 -9.68
O -16.31 -20.74 -7.62
S -16.02 -19.56 -6.82
O -17.05 -18.65 -6.32
C -15.03 -20.06 -5.38
C -13.56 -19.52 -5.68
C -13.63 -18.28 -6.55
C -14.63 -18.57 -7.60
H -15.18 -21.07 -5.00
H -15.46 -19.40 -4.62
H -12.90 -19.42 -4.83
H -13.08 -20.37 -6.16
H -12.62 -18.07 -6.90
H -13.96 -17.46 -5.91
H -14.15 -19.27 -8.29
H -15.00 -17.72 -8.17
O -13.31 -21.72 -8.39
S -13.29 -22.98 -7.66
O -12.79 -22.94 -6.29
C -14.98 -23.71 -7.62
C -14.88 -25.12 -8.27
C -13.61 -25.11 -9.29
C -12.41 -24.38 -8.52
H -15.59 -23.12 -8.31
H -15.44 -23.55 -6.64
H -14.70 -25.82 -7.45
H -15.75 -25.46 -8.83
H -13.86 -24.61 -10.22
H -13.31 -26.13 -9.53
H -11.54 -24.00 -9.05
H -11.95 -25.01 -7.76
O -22.24 -25.35 -10.66
S -21.27 -26.10 -11.36
O -21.68 -26.95 -12.48
C -19.92 -24.95 -11.92
C -19.05 -24.88 -10.66
C -18.78 -26.31 -10.20
C -20.15 -26.99 -10.12
H -20.46 -24.09 -12.29
H -19.32 -25.37 -12.73
H -18.14 -24.29 -10.76
H -19.57 -24.22 -9.97
H -18.29 -26.23 -9.23
H -18.16 -26.89 -10.88
H -20.58 -26.74 -9.15
H -20.28 -28.06 -10.31
O -13.65 -22.56 -0.83
S -12.60 -23.25 -1.57
O -12.64 -24.72 -1.55
C -12.53 -22.63 -3.35
C -11.41 -21.57 -3.39
C -10.28 -22.07 -2.50
C -10.93 -22.47 -1.20
H -13.53 -22.38 -3.69
H -12.21 -23.49 -3.93
H -11.03 -21.45 -4.40
H -11.84 -20.64 -3.02
H -9.50 -21.32 -2.37
H -9.84 -22.96 -2.94
H -11.15 -21.53 -0.69
H -10.28 -23.05 -0.55
C -20.35 -25.77 -6.30
C -19.47 -24.71 -5.69
C -18.58 -23.81 -6.62
O -19.37 -24.71 -4.48
H -19.86 -26.27 -7.14
H -21.25 -25.28 -6.67
H -20.72 -26.42 -5.51
H -19.13 -22.96 -7.01
H -18.21 -24.30 -7.52
H -17.76 -23.37 -6.06
C -8.56 -22.80 -7.04
C -9.11 -24.19 -7.26
C -9.59 -24.85 -5.97
O -9.10 -24.77 -8.35
H -9.38 -22.12 -6.81
H -8.19 -22.47 -8.01
H -7.79 -22.77 -6.27
H -9.81 -25.91 -6.12
H -10.48 -24.28 -5.67
H -8.78 -24.93 -5.24
C -15.71 -20.36 -11.27
C -14.44 -20.64 -12.06
C -14.04 -22.11 -11.90
O -13.74 -19.82 -12.63
H -15.44 -20.51 -10.22
H -16.49 -21.05 -11.60
H -16.14 -19.36 -11.33
H -13.69 -22.37 -10.90
H -13.18 -22.22 -12.56
H -14.79 -22.80 -12.27